# 1
Computed, not measured: C34H47CsN4O8P2S2Si as an isolated structure at a distorted geometry, with the ωB97M-V functional and the def2-TZVPD basis.

Results
Relative energy (zero: lowest compared OMol25 entry of this formula, charge and spin) ... 25.26 kcal/mol
2S+1 ... 1
LUMO level (alpha / beta) ... 3.2 / 3.2 eV
Total energy ... -3933.800832 Eh
E_HOMO (alpha / beta) ... 1.0 / 1.0 eV
Charge ... -2

The geometry in XYZ format:
```
99
Properties=species:S:1:pos:R:3:mulliken_charge:R:1
Cs 0.884 -0.581 0.303 1.495
N 4.877 -0.015 3.727 -0.220
C 3.615 -0.825 3.488 0.614
C 3.454 -1.956 4.472 -1.868
P 3.766 -1.292 1.710 0.577
O 5.050 -2.313 1.816 -0.631
O 4.277 0.003 1.124 -0.921
O 2.611 -2.016 1.152 -0.716
P 2.238 0.445 3.647 0.540
O 2.975 1.704 2.899 -0.592
O 2.183 0.798 5.088 -0.879
O 1.060 0.002 2.854 -0.618
H 5.664 -0.599 3.996 0.324
H 4.686 0.722 4.408 0.379
H 5.035 0.395 2.757 0.413
H 4.304 -2.643 4.439 0.443
H 2.554 -2.512 4.207 0.387
H 3.319 -1.567 5.483 0.430
H 4.787 -3.141 1.371 0.299
H 3.047 1.488 1.951 0.434
N -2.954 -1.885 0.538 -0.655
C -2.933 -0.668 -0.263 0.041
C -3.838 0.465 0.285 -0.937
C -3.316 1.840 -0.008 0.361
O -3.825 2.618 -0.763 -0.611
O -2.148 2.094 0.618 0.404
H -3.902 -2.209 0.678 0.232
H -2.543 -1.720 1.450 0.289
H -3.245 -0.920 -1.275 0.496
H -1.905 -0.317 -0.326 -0.376
H -3.904 0.351 1.370 0.300
H -4.841 0.392 -0.134 0.354
S 3.481 -6.947 -2.173 -0.310
C 4.171 -7.555 -0.691 -0.462
C 3.842 -6.747 0.365 -0.623
C 3.051 -5.639 0.014 -0.649
C 2.734 -5.575 -1.351 0.625
C 1.981 -4.607 -2.056 0.095
C 1.272 -3.592 -1.357 -0.475
N 0.650 -2.580 -1.887 -0.333
C 0.622 -2.463 -3.263 -0.518
C 1.200 -3.494 -4.078 1.073
C 1.069 -3.375 -5.503 -0.852
C 0.443 -2.320 -6.070 -0.947
C -0.116 -1.260 -5.278 1.016
C -0.764 -0.175 -5.837 -0.942
C -1.319 0.845 -5.011 0.258
C -1.112 0.663 -3.618 -0.470
N -0.497 -0.338 -3.051 0.083
C 0.003 -1.351 -3.850 -0.584
C -2.018 1.969 -5.519 0.621
C -2.648 3.023 -4.849 -0.518
C -3.249 3.965 -5.703 -0.481
C -3.109 3.681 -7.033 -0.485
S -2.209 2.207 -7.257 -0.288
C 1.872 -4.542 -3.474 -0.935
H 4.763 -8.456 -0.706 0.395
H 4.176 -6.947 1.376 0.336
H 2.728 -4.885 0.719 0.421
H 1.220 -3.658 -0.273 0.569
H 1.492 -4.164 -6.117 0.334
H 0.346 -2.246 -7.150 0.324
H -0.861 -0.103 -6.916 0.337
H -1.494 1.421 -2.932 0.081
H -2.685 3.090 -3.771 0.351
H -3.781 4.839 -5.345 0.353
H -3.472 4.221 -7.893 0.392
H 2.331 -5.316 -4.082 0.313
C 0.380 3.036 1.282 -0.405
Si -1.460 3.276 1.565 0.356
C -1.905 5.068 1.023 2.321
C -1.445 5.215 -0.438 -2.084
C -3.405 5.401 1.079 -1.711
C -1.161 6.095 1.886 -1.877
C -1.903 2.789 3.366 2.609
C -1.061 3.559 4.391 -1.989
C -1.588 1.291 3.527 -1.635
C -3.391 3.001 3.678 -1.760
H 0.963 3.856 1.706 0.341
H 0.604 2.972 0.216 0.642
H 0.722 2.116 1.756 -0.894
H -1.978 4.511 -1.080 0.433
H -0.373 5.037 -0.543 0.323
H -1.661 6.227 -0.794 0.517
H -3.976 4.715 0.460 0.253
H -3.568 6.415 0.698 0.533
H -3.794 5.359 2.098 0.298
H -0.088 5.892 1.922 0.253
H -1.539 6.097 2.911 0.336
H -1.305 7.099 1.472 0.499
H 0.006 3.425 4.197 0.266
H -1.271 3.186 5.399 0.478
H -1.279 4.629 4.373 0.322
H -0.527 1.078 3.388 0.185
H -2.142 0.691 2.803 -0.129
H -1.872 0.964 4.533 0.577
H -3.650 4.061 3.705 0.314
H -3.629 2.570 4.657 0.514
H -4.028 2.517 2.932 0.218
```

# 2
Computed, not measured: one molecule with the formula C23H32N2O4, with the ωB97M-V functional and the def2-TZVPD basis.

Results
Relative energy (zero: lowest compared OMol25 entry of this formula, charge and spin) ... 35.98 kcal/mol
2S+1 ... 1
LUMO level ... 0.6 eV
Total energy ... -1306.118019 Eh
E_HOMO ... -8.4 eV
Charge ... 0
SMILES string ... COc1cc(C(=O)NCCC2=CCCCC2)ccc1OC1CCN(C(C)=O)CC1

The geometry in XYZ format:
```
61
Properties=species:S:1:pos:R:3:nbo_charge:R:1
C -2.972 -1.951 -1.374 -0.252
O -2.752 -0.900 -0.462 -0.525
C -1.820 -1.078 0.527 0.296
C -1.094 -2.248 0.682 -0.270
C -0.155 -2.404 1.696 -0.145
C 0.642 -3.664 1.687 0.678
O 0.209 -4.719 1.265 -0.626
N 1.908 -3.519 2.169 -0.613
C 2.944 -4.468 1.827 -0.216
C 3.332 -4.366 0.333 -0.448
C 3.333 -2.929 -0.111 0.017
C 2.288 -2.413 -0.747 -0.199
C 2.139 -0.966 -1.100 -0.428
C 3.125 -0.105 -0.318 -0.394
C 4.513 -0.731 -0.391 -0.394
C 4.511 -2.091 0.303 -0.433
C 0.032 -1.375 2.609 -0.205
C -0.683 -0.204 2.465 -0.239
C -1.589 -0.015 1.424 0.258
O -2.217 1.195 1.426 -0.502
C -2.630 1.808 0.212 0.095
C -1.453 2.029 -0.742 -0.440
C -1.904 2.855 -1.945 -0.225
N -2.477 4.112 -1.511 -0.445
C -1.804 5.267 -1.750 0.688
C -2.406 6.538 -1.187 -0.714
O -0.782 5.282 -2.408 -0.632
C -3.623 3.941 -0.652 -0.213
C -3.230 3.160 0.604 -0.410
H -2.067 -2.185 -1.943 0.179
H -3.330 -2.852 -0.869 0.185
H -3.742 -1.588 -2.054 0.200
H -1.237 -3.084 0.016 0.243
H 2.224 -2.570 2.298 0.392
H 3.805 -4.268 2.467 0.196
H 2.565 -5.470 2.037 0.227
H 2.595 -4.920 -0.248 0.226
H 4.311 -4.826 0.189 0.210
H 1.468 -3.056 -1.037 0.204
H 1.112 -0.651 -0.888 0.213
H 2.302 -0.836 -2.175 0.207
H 3.141 0.909 -0.722 0.211
H 2.805 -0.044 0.726 0.192
H 5.253 -0.077 0.075 0.207
H 4.789 -0.859 -1.440 0.198
H 5.435 -2.629 0.072 0.213
H 4.491 -1.948 1.389 0.193
H 0.712 -1.485 3.440 0.216
H -0.555 0.611 3.159 0.227
H -3.396 1.198 -0.282 0.193
H -1.058 1.072 -1.083 0.219
H -0.659 2.559 -0.209 0.213
H -1.057 3.085 -2.593 0.255
H -2.657 2.300 -2.516 0.185
H -1.772 7.367 -1.490 0.245
H -3.408 6.699 -1.578 0.225
H -2.443 6.502 -0.100 0.223
H -4.047 4.904 -0.377 0.219
H -4.384 3.375 -1.205 0.191
H -4.100 3.005 1.242 0.218
H -2.484 3.719 1.173 0.207
```